1.
{"formula": "C6H17N2", "method": "ωB97M-V/def2-TZVPD", "orbital_gap_ha": 0.382, "charge": 1, "de_lowest_kcal_mol": 68.15, "multiplicity": 1, "species": ["C", "C", "C", "C", "C", "C", "N", "N", "H", "H", "H", "H", "H", "H", "H", "H", "H", "H", "H", "H", "H", "H", "H", "H", "H"], "positions_angstrom": [[-2.38, -0.83, -0.50], [0.52, 1.55, 1.17], [2.15, -0.39, -0.75], [0.74, -1.65, 0.80], [-1.88, 0.22, 0.47], [0.07, 0.71, -0.09], [0.05, 1.56, -1.24], [0.75, -0.71, -0.31], [-1.82, -0.67, -1.47], [-2.15, -1.80, -0.22], [-3.37, -0.65, -0.76], [-0.39, 1.96, 1.67], [1.17, 2.34, 0.82], [1.11, 0.94, 1.89], [1.95, 0.16, -1.74], [2.59, 0.29, -0.09], [2.71, -1.41, -0.91], [1.46, -1.40, 1.58], [-0.25, -1.93, 1.23], [1.09, -2.59, 0.38], [-1.80, -0.06, 1.54], [-2.25, 1.26, 0.37], [0.55, 2.51, -1.07], [-0.77, 1.70, -1.77], [0.15, -1.11, -1.01]]}

***

2.
{"formula": "C6H17N2OSi", "method": "ωB97M-V/def2-TZVPD", "orbital_gap_ha": 0.392, "charge": 1, "de_lowest_kcal_mol": 0.00, "multiplicity": 1, "smiles": "N[C@H]([NH3+])[SiH2][C@@H]1CCCCO1", "species": ["C", "C", "C", "C", "C", "C", "N", "N", "O", "Si", "H", "H", "H", "H", "H", "H", "H", "H", "H", "H", "H", "H", "H", "H", "H", "H", "H"], "positions_angstrom": [[1.59, -1.12, -2.22], [2.20, -1.46, -0.86], [0.10, -0.80, -2.06], [1.96, -0.31, 0.10], [-0.07, 0.32, -1.06], [-1.91, 1.06, 1.71], [-1.26, 2.19, 2.26], [-1.20, -0.17, 2.29], [0.57, -0.01, 0.21], [-1.84, 0.75, -0.32], [2.11, -0.26, -2.64], [1.72, -1.96, -2.90], [1.75, -2.37, -0.46], [3.28, -1.62, -0.95], [-0.32, -0.50, -3.02], [-0.43, -1.70, -1.72], [2.29, -0.54, 1.12], [2.49, 0.59, -0.24], [-2.94, 1.01, 2.06], [-0.56, 2.62, 1.67], [-1.86, 2.89, 2.66], [-0.99, -0.02, 3.29], [-0.31, -0.26, 1.74], [-1.75, -1.02, 2.17], [-2.65, -0.47, -0.43], [0.43, 1.22, -1.45], [-2.40, 1.96, -0.92]]}

***

3.
{"formula": "C6H17N3", "method": "ωB97M-V/def2-TZVPD", "orbital_gap_ha": 0.313, "de_lowest_kcal_mol": 69.04, "multiplicity": 1, "smiles": "[H]/N=C(/C)[C@@H](C)N.CNC", "species": ["C", "C", "N", "H", "H", "H", "H", "H", "H", "H", "C", "C", "C", "N", "C", "N", "H", "H", "H", "H", "H", "H", "H", "H", "H", "H"], "positions_angstrom": [[-0.97, -1.18, 0.44], [-1.20, -1.98, 1.71], [-2.07, -0.24, 0.22], [-2.67, -0.06, 1.03], [-2.68, -0.50, -0.55], [-0.89, -1.89, -0.40], [-0.53, 0.36, -1.37], [-2.04, -2.68, 1.61], [-0.31, -2.55, 2.00], [-1.44, -1.32, 2.55], [1.29, 0.26, -2.38], [0.54, 2.32, -1.20], [0.58, 0.64, 1.78], [0.35, 0.90, -1.48], [0.64, -0.28, 0.59], [1.72, -0.98, 0.49], [1.69, -1.66, -0.27], [2.28, 0.71, -2.36], [1.36, -0.78, -2.06], [-0.22, 2.91, -1.71], [0.89, 0.19, -3.40], [1.54, 2.69, -1.41], [0.38, 2.47, -0.13], [1.22, 0.27, 2.58], [-0.43, 0.77, 2.18], [0.97, 1.63, 1.55]]}

***

4.
{"formula": "C6H17N3", "method": "ωB97M-V/def2-TZVPD", "orbital_gap_ha": 0.360, "de_lowest_kcal_mol": 36.12, "multiplicity": 1, "smiles": "[H]/N=N\\C(C)C.CC(C)N", "species": ["C", "C", "C", "N", "N", "H", "H", "H", "H", "H", "H", "H", "H", "C", "C", "C", "N", "H", "H", "H", "H", "H", "H", "H", "H", "H"], "positions_angstrom": [[-1.90, 0.71, 0.34], [-3.14, 0.48, 1.21], [-1.98, -0.14, -0.92], [1.14, -1.37, -0.44], [1.26, -2.52, -0.77], [-1.86, 1.78, 0.06], [2.15, -2.79, -1.27], [-3.11, 1.11, 2.10], [-1.06, -0.04, -1.49], [-3.19, -0.56, 1.52], [-4.05, 0.72, 0.66], [-2.81, 0.18, -1.54], [-2.10, -1.18, -0.66], [2.19, -0.40, -0.62], [2.76, -0.13, 0.77], [1.58, 0.89, -1.19], [-0.66, 0.42, 1.05], [2.99, -0.79, -1.28], [-0.70, 0.80, 1.99], [-0.52, -0.58, 1.10], [3.18, -1.04, 1.21], [1.26, 0.74, -2.21], [1.97, 0.24, 1.41], [3.55, 0.62, 0.70], [2.33, 1.68, -1.16], [0.73, 1.17, -0.57]]}

***

5.
{"formula": "C6H17N5", "method": "ωB97M-V/def2-TZVPD", "orbital_gap_ha": 0.321, "charge": 2, "de_lowest_kcal_mol": 98.86, "multiplicity": 1, "species": ["C", "C", "C", "C", "C", "C", "N", "N", "N", "N", "N", "H", "H", "H", "H", "H", "H", "H", "H", "H", "H", "H", "H", "H", "H", "H", "H", "H"], "positions_angstrom": [[-2.22, 1.28, -0.94], [-0.56, 0.60, 0.85], [1.09, -0.97, 0.33], [1.41, -1.54, -1.07], [-1.39, -1.59, 0.32], [2.77, 0.38, 1.62], [0.60, 1.30, 0.81], [-0.33, -0.73, 0.60], [-1.94, 2.04, -1.97], [-3.40, 0.87, -0.73], [1.65, 0.39, 0.60], [-1.51, 1.00, 1.32], [1.51, -1.53, 1.11], [1.19, -0.75, -1.77], [0.89, -2.42, -1.31], [2.47, -1.73, -1.05], [-1.61, -1.72, -0.75], [-1.32, -2.63, 0.92], [-2.41, -1.28, 0.75], [2.89, 1.38, 2.04], [2.33, -0.34, 2.39], [3.76, -0.03, 1.25], [0.59, 2.18, 1.36], [-0.97, 2.28, -2.12], [-2.64, 2.56, -2.52], [-3.49, 0.42, 0.16], [-4.28, 1.04, -1.36], [2.18, 0.58, -0.30]]}

***

6.
{"formula": "C6H17N5O2", "method": "ωB97M-V/def2-TZVPD", "orbital_gap_ha": 0.371, "de_lowest_kcal_mol": 22.72, "multiplicity": 1, "smiles": "NN[C@@H](N)NCCC[C@H](N)C(=O)O", "species": ["C", "C", "C", "C", "C", "C", "H", "H", "H", "H", "H", "H", "H", "H", "H", "H", "H", "H", "H", "H", "H", "H", "H", "N", "N", "N", "N", "N", "O", "O"], "positions_angstrom": [[0.89, 1.80, 0.51], [1.50, -0.32, 1.43], [1.43, -1.35, 0.34], [0.18, -2.19, 0.48], [-0.68, -2.37, -0.76], [-1.33, -1.08, -1.32], [-1.37, 3.95, 0.96], [-1.89, 2.44, 1.20], [-0.81, 2.10, -0.60], [1.36, 1.51, -0.44], [2.09, 3.41, 0.65], [1.28, 3.02, 1.98], [0.02, 1.05, 2.10], [2.49, 0.10, 1.31], [1.42, -0.75, 2.43], [2.28, -2.06, 0.36], [1.49, -0.83, -0.63], [0.47, -3.19, 0.82], [-0.48, -1.81, 1.26], [-1.51, -3.02, -0.43], [0.22, -3.95, -1.72], [-0.44, -2.82, -2.76], [-0.97, -0.04, 0.43], [-1.04, 3.02, 1.18], [-0.26, 2.68, 0.04], [1.86, 2.62, 1.23], [0.42, 0.68, 1.23], [0.07, -2.95, -1.87], [-1.38, -0.07, -0.50], [-1.74, -0.97, -2.45]]}

***

7.
{"formula": "C6H17N5O2", "method": "ωB97M-V/def2-TZVPD", "orbital_gap_ha": 0.280, "de_lowest_kcal_mol": 49.51, "multiplicity": 1, "species": ["C", "C", "C", "C", "C", "C", "N", "N", "N", "N", "N", "O", "O", "H", "H", "H", "H", "H", "H", "H", "H", "H", "H", "H", "H", "H", "H", "H", "H", "H"], "positions_angstrom": [[-1.32, -0.98, -1.98], [0.10, 0.75, 1.57], [2.37, 1.08, 0.58], [-1.57, -0.69, -0.64], [1.05, 0.30, 0.47], [0.51, 0.51, -0.99], [-2.39, 0.55, -0.43], [-1.77, -1.92, 0.19], [1.34, -1.16, 0.51], [-0.08, 1.62, -1.40], [1.25, -0.09, -1.91], [-1.35, -0.19, -2.90], [-1.08, -2.26, -2.21], [-0.93, 0.78, 1.22], [0.11, 0.18, 2.60], [0.49, 1.77, 1.86], [2.57, 0.96, 1.69], [3.12, 0.60, -0.16], [2.19, 2.11, 0.28], [-2.90, 0.33, 0.45], [-2.95, 0.89, -1.17], [-2.73, -2.23, 0.32], [-1.56, -1.78, 1.17], [1.70, -1.34, 1.40], [0.42, -1.56, 0.33], [-0.47, 2.10, -0.60], [-0.79, 1.43, -2.16], [-1.00, -2.65, -1.32], [1.73, -0.88, -1.54], [1.10, 0.17, -2.85]]}

***

8.
{"formula": "C6H17N7", "method": "ωB97M-V/def2-TZVPD", "orbital_gap_ha": 0.313, "charge": 2, "de_lowest_kcal_mol": 0.00, "multiplicity": 1, "species": ["C", "C", "C", "C", "C", "C", "N", "N", "N", "N", "N", "N", "N", "H", "H", "H", "H", "H", "H", "H", "H", "H", "H", "H", "H", "H", "H", "H", "H", "H"], "positions_angstrom": [[-1.69, -1.28, 0.61], [-0.43, 0.58, -0.13], [-1.68, 0.01, 0.22], [0.53, -1.56, 0.18], [5.30, 0.20, 0.23], [3.83, 0.37, 0.20], [-0.65, -2.06, 0.65], [0.67, -0.25, -0.14], [-0.24, 1.89, -0.67], [1.53, -2.37, 0.28], [-5.59, 0.67, -0.52], [3.11, 0.02, -0.75], [-2.89, 0.81, 0.40], [-2.61, -1.62, 1.07], [1.79, -0.13, -0.63], [5.73, -0.16, -0.72], [5.85, 1.20, 0.44], [5.52, -0.54, 1.07], [3.34, 0.85, 1.05], [-5.65, 0.24, -1.40], [-1.05, 2.43, -0.87], [0.62, 2.34, -0.93], [2.46, -2.09, 0.01], [1.29, -3.34, 0.60], [-6.14, 1.57, -0.45], [-6.00, -0.10, 0.10], [3.50, -0.31, -1.58], [-4.56, 0.76, -0.36], [-2.39, 1.59, 0.94], [-3.49, 0.27, 1.10]]}